(1)
Entry from OMol25: a cluster of 7 separate species, C36H85NO17P in total at a distorted geometry (wB97M-V/def2-TZVPD).

Values from the calculation:
* multiplicity: 2
* E_LUMO (alpha / beta): -0.029 / -0.047 eV
* orbital gap (alpha / beta): 8.575 / 9.028 eV

CARTESIAN COORDINATES (ANGSTROEM)
C  2.26863  1.03333  3.08512
C  2.35104  1.49086  1.47589
C  3.37980  0.35904  0.79888
C  0.85937  1.25192  0.87372
C  0.21169  2.46549  0.00105
C  -1.02084  3.21384  0.85074
C  -0.53613  3.88228  2.26174
O  -1.78517  4.12608  3.05752
C  -0.59352  1.73380  -1.27066
P  0.54521  1.10964  -2.66032
O  1.91975  0.48783  -2.19452
O  0.67373  2.37036  -3.86110
O  -0.33128  -0.21580  -3.45558
C  1.23620  3.63582  -0.48673
C  2.70820  3.65634  0.20920
C  3.00329  5.25708  0.60343
C  3.85174  3.32238  -0.96490
N  2.88195  2.88559  1.47560
O  2.64472  3.57965  2.59489
H  3.31026  1.19910  3.63903
H  2.11076  -0.14930  3.07150
H  1.36351  1.51460  3.64894
H  4.35922  0.40234  1.46294
H  3.69977  0.62366  -0.29350
H  2.95154  -0.73952  0.92072
H  0.12269  1.00174  1.77331
H  0.89849  0.28441  0.19776
H  -1.93930  2.50053  1.02156
H  -1.40985  4.09815  0.15546
H  0.05855  3.07007  2.85794
H  0.01929  4.90991  2.16916
H  -1.88744  3.26368  3.59315
H  -1.35634  2.53954  -1.69562
H  -1.25139  0.88196  -0.79225
H  1.18333  1.97996  -4.63361
H  -0.36309  -0.06627  -4.44560
H  0.70767  4.67699  -0.23775
H  1.41578  3.67647  -1.66667
H  3.10758  5.85700  -0.41318
H  4.03503  5.34109  1.15379
H  2.10614  5.74512  1.19194
H  3.49752  2.51325  -1.73179
H  4.29625  4.29690  -1.45163
H  4.75724  2.82770  -0.36493
C  -6.03109  3.67763  -2.65740
O  -6.74973  3.16642  -1.54026
C  -6.18901  1.94538  -1.04773
C  -5.35578  2.18558  0.21479
O  -4.18258  2.95259  -0.07408
C  -4.32465  4.31652  0.30473
H  -6.36616  4.70112  -2.84195
H  -4.95343  3.69179  -2.47689
H  -6.24869  3.07276  -3.54246
H  -5.59414  1.44672  -1.82332
H  -7.02825  1.28884  -0.79592
H  -5.01811  1.21900  0.60098
H  -5.95637  2.66798  0.99586
H  -4.27160  4.40660  1.39368
H  -5.26267  4.74424  -0.05592
H  -3.49662  4.88180  -0.13279
C  -5.79570  4.98700  6.88081
O  -5.84727  5.40126  5.52011
C  -4.74168  4.90375  4.75978
C  -5.15175  3.70203  3.90324
O  -5.48186  2.57169  4.71656
C  -6.88744  2.39050  4.84105
H  -6.76047  5.20793  7.34370
H  -5.60282  3.91540  6.97354
H  -5.01801  5.54840  7.40671
H  -3.89811  4.65124  5.41453
H  -4.42043  5.71454  4.09781
H  -4.30123  3.40934  3.28004
H  -5.98347  3.96066  3.23628
H  -7.29531  1.99812  3.90487
H  -7.39657  3.32010  5.10474
H  -7.06991  1.65983  5.63441
C  1.31004  4.85138  -5.22921
O  0.97750  6.13043  -5.75760
C  2.06045  6.71262  -6.48987
C  1.84932  6.57225  -8.00039
O  1.91932  5.20296  -8.41061
C  0.63126  4.64154  -8.63355
H  0.39094  4.37466  -4.88011
H  1.77181  4.20717  -5.98147
H  1.98803  4.96987  -4.37901
H  3.01954  6.27602  -6.18396
H  2.08088  7.77719  -6.23479
H  2.65513  7.10199  -8.51759
H  0.89847  7.02488  -8.30779
H  0.21206  5.03301  -9.56509
H  -0.05170  4.84681  -7.80631
H  0.74176  3.55746  -8.72921
C  4.03597  -2.44402  6.19258
O  3.98441  -2.02976  4.83188
C  5.09000  -2.52727  4.07156
C  4.67993  -3.72899  3.21501
O  4.34982  -4.85933  4.02834
C  2.94424  -5.04052  4.15282
H  3.07120  -2.22309  6.65547
H  4.22886  -3.51562  6.28531
H  4.81367  -1.88262  6.71848
H  5.93357  -2.77978  4.72630
H  5.41125  -1.71649  3.40958
H  5.53045  -4.02168  2.59181
H  3.84821  -3.47036  2.54805
H  2.53637  -5.43290  3.21664
H  2.43511  -4.11092  4.41650
H  2.76177  -5.77120  4.94618
C  2.51004  -9.87858  2.69592
O  2.17750  -8.59952  2.16752
C  3.26045  -8.01733  1.43525
C  3.04932  -8.15770  -0.07527
O  3.11932  -9.52699  -0.48549
C  1.83126  -10.08841  -0.70843
H  1.59094  -10.35530  3.04501
H  2.97181  -10.52278  1.94365
H  3.18803  -9.76008  3.54611
H  4.21954  -8.45393  1.74117
H  3.28088  -6.95276  1.69034
H  3.85513  -7.62797  -0.59247
H  2.09847  -7.70507  -0.38267
H  1.41206  -9.69694  -1.63997
H  1.14830  -9.88314  0.11882
H  1.94176  -11.17250  -0.80409
C  1.20717  -6.26002  -3.33051
O  0.40181  -6.92144  -2.36113
C  -0.79463  -6.19487  -2.06356
C  -2.00651  -6.80378  -2.77527
O  -1.91087  -6.64455  -4.19429
C  -1.49606  -7.84072  -4.84322
H  1.97688  -6.95698  -3.67060
H  0.62212  -5.93882  -4.19577
H  1.69551  -5.39430  -2.87378
H  -0.68140  -5.13325  -2.31697
H  -0.94924  -6.26605  -0.98198
H  -2.90620  -6.27006  -2.45411
H  -2.12931  -7.86048  -2.50731
H  -2.31766  -8.56297  -4.85050
H  -0.62028  -8.28251  -4.36286
H  -1.23649  -7.59721  -5.87759

Here are the Löwdin charges for atoms 1 to 5, given in e:
1. C -0.074
2. C -0.393
3. C -0.058
4. C -0.081
5. C -0.360



(2)
Entry from OMol25: a cluster of 11 separate species, C36H86Cl8O14 in total at a distorted geometry (wB97M-V/def2-TZVPD).

Values from the calculation:
* E_LUMO: 0.175 eV
* SMILES string: COCCOC.COCCOC.COCCOC.COCCOC.COCCOC.COCCOC.COCCOC.ClCCCl.ClCCCl.ClCCCl.ClCCCl
* orbital gap: 9.524 eV

CARTESIAN COORDINATES (ANGSTROEM)
C  1.24225  5.85391  0.25223
O  0.91934  6.01695  1.63072
C  0.94644  7.35194  2.05582
C  -0.17574  8.22243  1.46241
O  -1.39944  7.59178  1.21977
C  -1.89112  6.85960  2.30625
H  1.12469  4.78543  0.02426
H  2.26005  6.22918  0.08263
H  0.51569  6.28968  -0.45555
H  1.94461  7.80500  1.93603
H  0.84124  7.28587  3.14408
H  0.15444  8.70469  0.53326
H  -0.28697  9.09591  2.14659
H  -1.57657  7.34767  3.23038
H  -1.51936  5.83934  2.29583
H  -2.97033  6.86464  2.21163
C  -4.85649  -3.74303  -3.29426
O  -4.57866  -4.38179  -4.51947
C  -3.26848  -4.92792  -4.61715
C  -2.31848  -3.99527  -5.34055
O  -2.08444  -2.83549  -4.50499
C  -0.89460  -2.11472  -4.80458
H  -5.87527  -3.37110  -3.32567
H  -4.13516  -2.94142  -3.11235
H  -4.81150  -4.45672  -2.45096
H  -3.34636  -5.82262  -5.23981
H  -2.86001  -5.15494  -3.62979
H  -2.74625  -3.63060  -6.28124
H  -1.34571  -4.50414  -5.49320
H  -0.72526  -1.96511  -5.88283
H  -0.02492  -2.65588  -4.39931
H  -1.06252  -1.14553  -4.33663
C  -0.58873  3.57982  -3.76845
O  -1.55514  2.65905  -4.12974
C  -1.19226  1.85344  -5.23200
C  -0.87826  2.60344  -6.51663
O  -1.94516  3.35031  -7.02162
C  -2.24984  4.51107  -6.33721
H  -0.09768  4.01204  -4.65018
H  0.17721  3.17482  -3.09668
H  -1.05005  4.43485  -3.26772
H  -1.99767  1.17919  -5.51071
H  -0.30773  1.31119  -4.86131
H  -0.73566  1.82967  -7.28118
H  0.08465  3.13612  -6.48034
H  -1.44867  5.26847  -6.39949
H  -2.47251  4.40335  -5.26461
H  -3.15212  4.94951  -6.76518
C  3.73977  1.37233  1.44347
O  4.80710  2.14035  1.95923
C  5.69230  1.35221  2.71772
C  6.70644  2.23087  3.37301
O  7.59922  2.83101  2.50558
C  7.08645  3.99428  1.87286
H  3.05487  1.10942  2.25918
H  4.07721  0.44901  0.94828
H  3.23765  1.97195  0.67951
H  6.14910  0.57667  2.08769
H  5.13890  0.80544  3.50042
H  7.28282  1.64325  4.07953
H  6.13418  2.99335  3.92215
H  6.71544  4.72931  2.61933
H  6.24519  3.78000  1.20831
H  7.85432  4.51273  1.30133
C  0.10137  1.98774  0.58659
O  0.15965  0.58683  0.65351
C  0.75381  -0.01010  -0.46105
C  0.76341  -1.49820  -0.37401
O  -0.39014  -2.16952  -0.10076
C  -1.53439  -1.70824  -0.81373
H  0.04863  2.38923  -0.43262
H  1.04112  2.40777  1.00322
H  -0.65733  2.41572  1.24233
H  1.78841  0.34047  -0.56664
H  0.20331  0.32300  -1.35912
H  1.42364  -1.75494  0.46235
H  1.28206  -1.89192  -1.25862
H  -2.35154  -2.24456  -0.34518
H  -1.45346  -1.89095  -1.88939
H  -1.65977  -0.63208  -0.64220
C  -3.32552  -5.89298  0.39311
O  -2.29570  -6.69400  0.03958
C  -1.54613  -6.15759  -1.01367
C  -0.24938  -6.88709  -1.14652
O  -0.47975  -8.21871  -0.63443
C  0.71946  -8.91685  -0.50485
H  -3.08643  -5.12356  1.12053
H  -4.08979  -6.53311  0.83769
H  -3.77755  -5.46799  -0.50925
H  -1.34662  -5.09148  -0.81808
H  -2.10320  -6.24072  -1.95854
H  0.52811  -6.46848  -0.49926
H  0.05880  -7.00298  -2.18688
H  1.34415  -8.58123  0.33435
H  1.32109  -8.87522  -1.42956
H  0.50168  -9.97686  -0.34137
C  -5.35988  -3.16423  0.37460
O  -4.61193  -3.29236  1.55137
C  -5.43095  -3.89129  2.52241
C  -4.64104  -4.01275  3.79637
O  -4.58962  -2.85708  4.54926
C  -5.84115  -2.52505  5.13663
H  -5.43121  -4.06249  -0.23565
H  -4.88069  -2.38818  -0.24611
H  -6.33259  -2.66651  0.51592
H  -5.74457  -4.90570  2.22774
H  -6.35409  -3.32321  2.66348
H  -3.63119  -4.28953  3.49068
H  -4.99502  -4.83653  4.43236
H  -6.20914  -3.33917  5.78264
H  -6.55819  -2.25332  4.35984
H  -5.68114  -1.68842  5.81324
Cl  2.51526  2.83032  -1.83173
C  3.97600  3.87350  -1.73490
C  5.20424  3.00166  -1.59913
Cl  6.71226  3.94051  -1.72032
H  3.86073  4.46291  -0.82692
H  3.95158  4.51959  -2.60250
H  5.25188  2.22022  -2.35480
H  5.22234  2.52696  -0.61849
Cl  0.68549  4.74714  4.62688
C  1.89950  3.88907  3.64907
C  3.26045  4.54549  3.66084
Cl  3.95225  4.65759  5.31608
H  1.52582  3.92866  2.62784
H  1.94849  2.85482  3.97384
H  3.28357  5.54303  3.23703
H  3.94853  3.92789  3.08290
Cl  4.70534  -2.90109  3.48013
C  3.29241  -3.35565  2.46187
C  3.50725  -4.74789  1.91387
Cl  2.34516  -4.97100  0.56831
H  3.22891  -2.63382  1.66745
H  2.46928  -3.42768  3.15841
H  3.36292  -5.55842  2.61928
H  4.52237  -4.86495  1.53407
Cl  -1.57303  0.86802  5.16809
C  -0.95955  0.33676  3.58007
C  -0.95525  -1.15361  3.39005
Cl  0.51302  -1.88057  4.05815
H  0.07150  0.68298  3.50311
H  -1.53965  0.87405  2.84174
H  -1.09764  -1.45142  2.35677
H  -1.79746  -1.55693  3.95252

Here are the Löwdin charges for atoms 1 to 5, given in e:
1. C -0.078
2. O -0.241
3. C -0.231
4. C -0.222
5. O -0.172



no.,electronic energy (hartree)
1,-3097.3607
2,-6157.7995